{
  "formula": "C13H25AsF8LiNO13",
  "method": "ωB97M-V/def2-TZVPD",
  "orbital_gap_ev": 8.2,
  "max_force_ha_per_bohr": 0.0851,
  "e_homo_ev": -8.82,
  "elements": ["Li", "N", "H", "H", "H", "H", "C", "O", "H", "H", "H", "As", "F", "F", "F", "F", "F", "F", "C", "C", "O", "C", "O", "O", "F", "H", "H", "H", "C", "C", "O", "C", "O", "O", "F", "H", "H", "H", "C", "O", "C", "O", "O", "C", "H", "H", "H", "H", "H", "H", "C", "O", "C", "O", "O", "C", "H", "H", "H", "H", "H", "H"],
  "positions_angstrom": [[7.81, 24.70, -3.20], [3.90, 23.85, -1.52], [3.73, 24.64, -0.90], [3.66, 23.02, -1.00], [4.81, 23.79, -1.93], [3.28, 24.13, -2.27], [7.00, 22.03, -2.54], [6.50, 23.34, -2.41], [6.23, 21.33, -2.87], [7.83, 22.04, -3.25], [7.45, 21.64, -1.63], [5.69, 27.27, -2.14], [6.63, 28.49, -1.14], [5.98, 28.25, -3.62], [4.79, 26.05, -3.14], [5.39, 26.26, -0.70], [4.13, 28.09, -1.81], [7.25, 26.49, -2.48], [6.61, 24.28, 1.01], [8.08, 24.62, 0.91], [8.66, 23.83, 1.88], [7.76, 22.91, 2.33], [7.96, 22.12, 3.23], [6.54, 23.27, 1.95], [8.25, 25.94, 1.19], [6.14, 23.88, 0.11], [6.09, 25.19, 1.31], [8.50, 24.34, -0.05], [5.80, 24.26, -5.95], [4.70, 24.72, -6.85], [5.38, 24.74, -8.11], [6.69, 24.59, -8.04], [7.45, 24.59, -8.98], [6.95, 24.23, -6.74], [4.24, 25.94, -6.60], [5.63, 23.28, -5.51], [5.91, 24.93, -5.10], [3.88, 24.01, -6.87], [10.37, 24.37, -5.89], [10.32, 25.79, -5.95], [9.35, 26.41, -5.36], [8.41, 25.86, -4.75], [9.55, 27.74, -5.48], [8.82, 28.76, -4.81], [11.09, 24.08, -6.65], [9.44, 23.84, -6.10], [10.69, 23.99, -4.91], [8.93, 28.72, -3.73], [7.74, 28.62, -4.89], [9.04, 29.75, -5.22], [10.52, 27.24, -1.55], [11.26, 26.11, -1.38], [10.71, 24.97, -1.78], [9.53, 24.80, -2.16], [11.63, 23.99, -1.67], [11.26, 22.65, -1.86], [10.17, 27.31, -2.58], [11.17, 28.11, -1.40], [9.68, 27.26, -0.84], [12.15, 22.02, -1.76], [10.99, 22.41, -2.89], [10.41, 22.29, -1.29]]
}



{
  "formula": "C13H25AsN2O5S5Sc",
  "method": "ωB97M-V/def2-TZVPD",
  "orbital_gap_ev": 6.2,
  "max_force_ha_per_bohr": 0.0096,
  "total_charge": -1,
  "e_homo_ev": -4.02,
  "elements": ["Sc", "O", "C", "O", "C", "O", "C", "C", "O", "O", "H", "H", "H", "H", "H", "S", "As", "S", "S", "S", "C", "C", "C", "C", "N", "C", "S", "N", "C", "C", "C", "C", "H", "H", "H", "H", "H", "H", "H", "H", "H", "H", "H", "H", "H", "H", "H", "H", "H", "H", "H", "H"],
  "positions_angstrom": [[-2.07, -0.96, 2.06], [0.98, -0.29, 5.27], [-0.06, -0.17, 4.43], [-0.26, -0.98, 3.56], [-0.94, 1.00, 4.78], [-1.75, 1.45, 3.73], [-1.14, 2.39, 2.86], [-0.38, 1.71, 1.70], [0.52, 2.34, 1.14], [-0.81, 0.57, 1.38], [1.43, -1.12, 5.05], [-0.33, 1.80, 5.20], [-1.62, 0.63, 5.55], [-0.49, 3.08, 3.39], [-1.95, 2.95, 2.40], [-4.23, -0.28, 1.17], [-4.92, -1.71, 2.81], [-3.31, -1.31, 4.27], [-2.10, -3.45, 1.75], [-4.16, -3.68, 2.01], [4.78, -1.00, -1.13], [3.61, -1.67, -1.84], [2.60, -2.32, -0.89], [1.93, -1.33, 0.07], [1.30, -0.22, -0.60], [0.03, -0.23, -1.07], [-0.90, -1.63, -1.11], [-0.41, 0.98, -1.47], [-1.82, 1.22, -1.80], [-2.21, 0.84, -3.22], [-1.49, 1.62, -4.33], [-0.09, 1.09, -4.66], [5.51, -0.62, -1.85], [5.30, -1.71, -0.48], [4.45, -0.16, -0.51], [3.98, -2.44, -2.52], [3.09, -0.94, -2.46], [3.10, -3.09, -0.28], [1.82, -2.82, -1.46], [2.67, -0.91, 0.76], [1.18, -1.86, 0.66], [1.68, 0.70, -0.42], [0.02, 1.73, -0.94], [-1.99, 2.29, -1.65], [-2.45, 0.67, -1.09], [-3.29, 1.01, -3.31], [-2.06, -0.23, -3.36], [-1.42, 2.67, -4.05], [-2.10, 1.58, -5.24], [0.58, 1.16, -3.81], [0.35, 1.64, -5.50], [-0.15, 0.03, -4.95]]
}



{
  "formula": "C13H25CeN2",
  "method": "ωB97M-V/def2-TZVPD",
  "orbital_gap_ev": [5.6, 5.7],
  "max_force_ha_per_bohr": 0.0528,
  "de_lowest_kj_mol": 0.00,
  "spin_multiplicity": 2,
  "total_charge": 2,
  "e_homo_ev": [-14.30, -14.30],
  "elements": ["C", "C", "H", "H", "H", "H", "Ce", "C", "C", "C", "C", "H", "H", "H", "C", "H", "H", "C", "N", "C", "C", "C", "N", "C", "C", "H", "H", "H", "H", "H", "H", "H", "H", "H", "H", "H", "H", "H", "H", "H", "H"],
  "positions_angstrom": [[-2.14, 1.22, -1.75], [-1.20, 2.22, -1.55], [-2.69, 0.74, -0.92], [-2.46, 0.93, -2.76], [-0.57, 2.60, -2.37], [-1.09, 2.77, -0.60], [0.10, -0.03, -1.77], [0.09, -1.99, -3.42], [0.00, -0.81, -4.24], [2.07, -0.80, -3.19], [1.37, -1.99, -2.78], [-0.80, -0.57, -4.94], [1.47, 0.84, -4.61], [3.06, -0.48, -2.86], [1.23, -0.07, -4.09], [1.75, -2.77, -2.12], [-0.67, -2.78, -3.37], [1.59, -0.09, 0.85], [0.48, -1.00, 0.47], [0.85, -2.41, 0.71], [-0.88, -0.63, 1.00], [-0.97, -0.29, 2.51], [-0.46, 1.05, 2.80], [-1.33, 2.19, 2.61], [0.44, 1.21, 3.93], [2.55, -0.63, 0.76], [1.45, 0.24, 1.89], [1.64, 0.83, 0.21], [1.11, -2.55, 1.78], [0.03, -3.07, 0.39], [1.73, -2.63, 0.07], [-1.24, 0.25, 0.43], [-1.55, -1.50, 0.80], [-2.03, -0.38, 2.82], [-0.40, -1.03, 3.07], [-2.04, 2.37, 3.43], [-0.68, 3.08, 2.54], [-1.89, 2.09, 1.66], [0.93, 0.26, 4.15], [1.19, 1.96, 3.63], [-0.04, 1.61, 4.84]]
}



{
  "formula": "C13H25Cl3LaNO4P2",
  "method": "ωB97M-V/def2-TZVPD",
  "orbital_gap_ev": 5.9,
  "max_force_ha_per_bohr": 0.1680,
  "de_lowest_kj_mol": 683.46,
  "e_homo_ev": -6.16,
  "elements": ["C", "C", "N", "C", "C", "C", "C", "P", "La", "P", "C", "O", "O", "H", "H", "H", "C", "C", "H", "H", "H", "H", "C", "C", "H", "H", "H", "H", "H", "H", "H", "H", "H", "H", "H", "H", "H", "H", "H", "H", "H", "H", "Cl", "C", "Cl", "Cl", "C", "O", "O"],
  "positions_angstrom": [[-0.80, 1.03, -3.80], [-0.82, 0.50, -2.52], [-0.01, 1.02, -1.59], [0.85, 2.03, -1.83], [0.92, 2.57, -3.10], [0.08, 2.06, -4.10], [-1.70, -0.68, -2.14], [-2.17, -0.81, -0.34], [0.01, 0.01, 0.58], [2.12, 1.37, 0.68], [1.65, 2.58, -0.65], [-0.53, -3.60, -2.52], [0.62, -3.65, -0.06], [-1.47, 0.61, -4.55], [1.62, 3.38, -3.29], [0.12, 2.48, -5.10], [-3.50, 0.28, -0.01], [-2.57, -2.46, 0.05], [2.57, 3.06, -0.99], [1.03, 3.34, -0.14], [-1.17, -1.65, -2.36], [-2.63, -0.68, -2.72], [2.32, 2.23, 2.18], [3.58, 0.52, 0.21], [0.75, -2.66, -0.08], [0.35, -3.83, 0.85], [-0.18, -3.78, -1.62], [0.27, -3.49, -3.05], [-0.80, 1.43, 1.18], [0.92, -1.29, -0.29], [-4.36, -0.10, -0.56], [-3.71, 0.29, 1.07], [-3.27, 1.31, -0.32], [-3.42, -2.73, -0.57], [-1.73, -3.14, -0.14], [-2.83, -2.51, 1.11], [4.38, 1.26, 0.18], [3.81, -0.26, 0.95], [3.47, 0.04, -0.77], [3.18, 2.89, 2.06], [1.42, 2.81, 2.45], [2.50, 1.52, 2.99], [-0.37, -0.72, 6.68], [-0.20, -0.03, 5.07], [-1.65, 0.94, 4.69], [1.23, 1.05, 5.12], [0.00, -1.24, 3.95], [0.06, -2.34, 4.46], [0.06, -0.97, 2.70]]
}



{
  "formula": "C13H25MgN6OP",
  "method": "ωB97M-V/def2-TZVPD",
  "orbital_gap_ev": 6.9,
  "max_force_ha_per_bohr": 0.0987,
  "de_lowest_kj_mol": 49.59,
  "total_charge": 2,
  "e_homo_ev": -12.85,
  "elements": ["Mg", "N", "C", "C", "C", "N", "C", "C", "N", "C", "H", "H", "H", "H", "H", "H", "H", "H", "H", "H", "H", "H", "H", "H", "H", "H", "C", "P", "C", "C", "O", "H", "H", "H", "H", "H", "H", "H", "H", "H", "N", "C", "C", "C", "N", "C", "N"],
  "positions_angstrom": [[0.57, 0.64, 0.44], [-2.48, -1.18, -3.70], [-2.39, 0.10, -2.85], [-1.11, 0.79, -3.26], [-0.73, 1.90, -2.21], [0.59, 1.61, -1.53], [-1.84, 2.18, -1.27], [-2.34, 0.94, -0.48], [-1.50, 0.67, 0.66], [-2.44, -0.30, -1.42], [-2.62, -1.08, -4.70], [-3.27, -1.73, -3.42], [-1.66, -1.77, -3.53], [-3.23, 0.76, -3.14], [-1.28, 1.32, -4.24], [-0.29, 0.03, -3.37], [-0.56, 2.77, -2.82], [1.16, 2.46, -1.52], [1.08, 1.00, -2.24], [-2.70, 2.62, -1.80], [-1.58, 2.96, -0.53], [-3.36, 1.21, -0.14], [-1.78, -0.24, 1.03], [-1.75, 1.28, 1.42], [-3.42, -0.78, -1.21], [-1.66, -1.04, -1.25], [3.73, -0.17, 3.32], [2.16, 0.72, 3.33], [0.91, -0.39, 4.10], [2.39, 2.28, 4.26], [1.80, 1.08, 1.90], [3.92, -0.44, 4.37], [4.49, 0.53, 2.89], [3.70, -1.10, 2.74], [1.17, -0.71, 5.10], [0.72, -1.28, 3.48], [-0.01, 0.20, 4.11], [3.06, 2.14, 5.11], [1.47, 2.68, 4.67], [2.86, 3.02, 3.58], [0.92, -1.32, 0.01], [0.97, -2.42, -0.38], [1.14, -3.72, -0.84], [0.21, -4.71, -0.60], [-0.68, -5.45, -0.41], [2.32, -3.95, -1.54], [3.35, -4.11, -2.08]]
}